Record 1
A gas-phase ion, C13H22ClNO3P (charge +1). Source: the Open Molecules 2025 dataset; level of theory: ωB97M-V/def2-TZVPD.

Last column: Mulliken charge in e.
Positions of all 41 atoms, in Å:
C: 4.1958 -1.1349 1.2834  -1.187
C: 2.8459 -1.5158 0.6900  -0.368
O: 2.1522 -0.3780 0.1809  -0.254
C: 2.3457 -0.1912 -1.2000  -0.514
C: 1.6835 1.1237 -1.6378  -0.662
O: 0.6867 1.4664 -0.6773  0.125
C: -0.1030 2.5385 -1.0352  -0.617
N: -1.0928 2.6616 0.0878  -0.028
C: -2.4008 1.9443 -0.1772  -1.700
C: -2.2772 0.4441 -0.1688  0.836
C: -1.8563 -0.2393 -1.2993  -0.367
C: -1.7107 -1.6150 -1.2745  -0.803
C: -1.9881 -2.3324 -0.1172  0.895
C: -1.8104 -3.8279 -0.0857  -1.545
C: -2.4427 -1.6498 1.0001  -0.705
C: -2.5898 -0.2731 0.9796  -0.305
P: -0.2846 1.9766 1.6517  0.455
O: -1.5460 2.5743 2.4932  -0.462
Cl: 1.0795 3.4907 1.8634  -0.232
H: 4.5059 -1.8531 2.0422  0.388
H: 4.1046 -0.1611 1.7689  0.289
H: 4.9682 -1.0473 0.5181  0.319
H: 2.2086 -1.9224 1.4789  0.312
H: 2.9460 -2.2866 -0.0803  0.352
H: 3.4116 -0.1517 -1.4538  0.347
H: 1.9117 -1.0358 -1.7517  0.382
H: 2.4236 1.9290 -1.6790  0.340
H: 1.2187 0.9843 -2.6179  0.314
H: 0.4777 3.4678 -1.0529  0.388
H: -0.6576 2.3870 -1.9659  0.358
H: -1.3035 3.6530 0.2135  0.440
H: -3.1017 2.2445 0.6008  0.532
H: -2.7881 2.2999 -1.1334  0.532
H: -1.6514 0.3242 -2.2039  0.411
H: -1.3804 -2.1279 -2.1699  0.411
H: -1.2873 -4.1413 0.8192  0.375
H: -1.2293 -4.1634 -0.9445  0.356
H: -2.7866 -4.3151 -0.1075  0.346
H: -2.6739 -2.1896 1.9110  0.431
H: -2.9403 0.2702 1.8508  0.439
H: -1.2636 2.7728 3.4001  0.378

Computed properties:
SMILES string = CCOCCOC[N@@H+](Cc1ccc(C)cc1)P(O)Cl
Orbital gap = 9.423 eV
Net charge = +1
Lowest unoccupied orbital energy = -0.1017 hartree
HOMO energy = -12.19 eV

Record 2
2 unconnected molecules or ions with the total composition C13H22F3N4O2 at a distorted geometry. Source: the Open Molecules 2025 dataset; level of theory: ωB97M-V/def2-TZVPD.

Last column: Mulliken charge in e.
Positions of all 44 atoms, in Å:
C: 0.6597 -3.0253 -1.8293  -0.865
C: -0.8172 -2.5138 -1.9923  -0.184
C: -1.1316 -1.8382 -3.3715  -0.658
N: -0.7989 -0.3800 -3.4545  -0.839
N: -1.2289 0.3393 -2.3275  0.388
C: -2.4669 0.3514 -1.7765  -0.041
N: -2.3386 1.1755 -0.6942  -0.072
C: -1.0398 1.6731 -0.6067  -0.449
C: -0.2613 1.1482 -1.6985  0.555
C: 1.2030 1.3680 -2.1159  -1.011
C: 2.2340 0.4434 -1.3695  0.529
C: 3.3355 -0.2562 -2.2530  -0.968
N: 2.2492 0.2271 -0.1158  -0.579
H: 0.9851 -3.6845 -2.6716  0.371
H: 1.3794 -2.1866 -1.6800  -0.036
H: 0.6856 -3.6233 -0.8773  0.350
H: -1.4739 -3.4265 -1.9351  0.332
H: -1.0730 -1.8991 -1.0954  0.127
H: -2.2003 -2.0092 -3.6678  0.306
H: -0.5110 -2.3533 -4.1548  0.354
H: -1.3819 -0.0232 -4.2239  0.275
H: -3.3267 -0.2097 -2.1807  0.397
H: -3.1414 1.3390 -0.0903  0.263
H: -0.6491 2.3580 0.1676  0.469
H: 1.2776 1.1214 -3.2094  0.363
H: 1.4601 2.4571 -2.0410  0.405
H: 3.3130 -1.3605 -2.0669  0.333
H: 4.3485 0.1792 -2.0567  0.342
H: 3.1007 -0.0550 -3.3269  0.283
H: 1.4610 0.7482 0.2939  0.114
C: 1.4242 1.3550 3.0545  -1.125
C: 0.4489 0.2074 3.2261  -0.073
O: -0.2475 0.3025 4.4767  -0.311
C: -1.2468 1.1865 4.5141  0.331
O: -1.5848 1.8764 3.5902  -0.528
C: -1.9308 1.1646 5.8828  0.885
F: -1.0445 1.2029 6.8900  -0.239
F: -2.6617 0.0469 6.0453  -0.251
F: -2.7577 2.2017 6.0513  -0.232
H: 2.1133 1.4032 3.8990  0.369
H: 1.9976 1.2366 2.1354  0.427
H: 0.9061 2.3151 3.0138  0.285
H: 0.9953 -0.7354 3.2441  0.416
H: -0.2633 0.1520 2.3985  0.191

Computed properties:
Orbital gap = 9.942 eV
Net charge = +1
Lowest unoccupied orbital energy = -0.1251 hartree
HOMO energy = -13.35 eV

Record 3
C13H22N2O in the gas phase at a distorted geometry. Source: the Open Molecules 2025 dataset; level of theory: ωB97M-V/def2-TZVPD.

Last column: Mulliken charge in e.
Positions of all 38 atoms, in Å:
C: 4.2833 4.2430 -0.5009  -1.038
C: 3.6220 2.9576 -0.4948  0.023
C: 3.2182 2.3142 -1.6750  -0.426
C: 2.4177 1.1002 -1.5793  -0.065
C: 1.8487 0.6214 -0.4371  -0.481
C: 1.1015 -0.6384 -0.3446  0.426
O: 1.5521 -1.6426 -0.8776  -0.679
N: 0.1098 -0.8608 0.5559  0.155
C: -0.8546 0.2646 0.7203  -1.324
C: -2.1396 -0.0987 0.0428  -0.065
C: -2.1680 -0.0065 -1.5122  -1.243
N: -2.6852 -1.4435 0.4986  -0.046
C: -4.0349 -1.7595 -0.0417  -1.147
C: -1.7412 -2.5614 0.5825  -0.940
C: -0.3137 -2.1785 1.1039  0.034
C: -0.3425 -2.0725 2.6832  -1.773
H: 4.8163 4.2804 -1.4685  0.324
H: 5.0199 4.2578 0.3568  0.285
H: 3.6359 5.1904 -0.5437  0.239
H: 3.4449 2.4152 0.4236  0.390
H: 3.4248 2.8452 -2.6012  0.297
H: 2.3793 0.3778 -2.4446  0.336
H: 1.8418 1.1063 0.5179  0.323
H: -1.0233 0.5574 1.7116  0.339
H: -0.3583 1.1672 0.2687  0.605
H: -2.9143 0.5277 0.3976  0.491
H: -1.7982 -0.9427 -1.9482  0.297
H: -3.2292 0.2216 -1.7626  0.404
H: -1.6280 0.8281 -1.9896  0.358
H: -4.6672 -2.2083 0.8019  0.289
H: -4.4830 -0.9267 -0.4680  0.463
H: -3.9517 -2.5935 -0.7561  0.318
H: -1.6531 -2.9376 -0.4374  0.463
H: -2.1875 -3.3663 1.0882  0.552
H: 0.4032 -2.9187 0.8267  0.470
H: 0.6332 -2.1536 3.0877  0.458
H: -0.8843 -2.7866 3.1267  0.535
H: -0.6947 -1.1797 3.0888  0.350

Computed properties:
SMILES string = C/C=C/C=C/C(=O)N1C[C@@H](C)N(C)C[C@@H]1C
Orbital gap = 8.124 eV
Lowest unoccupied orbital energy = 0.0062 hartree
HOMO energy = -7.95 eV
Relative energy (zero: lowest compared OMol25 entry of this formula, charge and spin) = 94.1 kcal/mol

Record 4
A molecular structure, C13H22N6OZn. Source: the Open Molecules 2025 dataset; level of theory: ωB97M-V/def2-TZVPD.

Last column: Mulliken charge in e.
Positions of all 43 atoms, in Å:
Zn: -0.9540 0.4322 0.4628  0.353
N: -2.4678 -0.9955 1.0024  -0.421
C: -2.6564 -0.9306 2.4696  -0.481
C: -2.7486 0.5327 2.8768  -0.672
N: -1.5739 1.2734 2.3454  -0.330
H: -3.3333 -0.7109 0.5488  0.323
H: -2.3224 -1.9576 0.7128  0.257
H: -1.7960 -1.3993 2.9513  0.314
H: -3.5527 -1.4573 2.7972  0.427
H: -2.8210 0.6106 3.9606  0.386
H: -3.6498 0.9726 2.4475  0.375
H: -0.8060 1.1872 3.0069  0.299
H: -1.7994 2.2632 2.3243  0.281
N: 0.3841 2.0642 -0.0090  -0.288
C: 1.7219 1.4933 -0.0657  0.794
C: 2.8181 2.2297 -0.4262  -0.593
C: 4.1017 1.6541 -0.4652  -0.707
C: 4.2762 0.3411 -0.1332  -0.962
C: 3.1687 -0.4474 0.2507  0.648
C: 3.2948 -1.8039 0.6191  -0.607
C: 2.1827 -2.5122 0.9881  -0.972
C: 0.9418 -1.8694 0.9791  0.044
N: 0.7773 -0.6050 0.6376  -0.157
C: 1.8748 0.1297 0.2822  0.153
H: 0.1373 2.4388 -0.9216  0.397
H: 0.3915 2.8681 0.6127  0.339
H: 2.7042 3.2769 -0.6818  0.489
H: 4.9463 2.2630 -0.7564  0.427
H: 5.2578 -0.1143 -0.1579  0.441
H: 4.2748 -2.2644 0.6072  0.467
H: 2.2451 -3.5496 1.2841  0.464
H: 0.0514 -2.4202 1.2603  0.413
C: -0.0748 -1.3231 -2.6570  -0.622
N: -1.1780 -0.5833 -3.2440  -0.167
C: -1.9134 0.3122 -2.5748  0.590
N: -2.8934 0.9426 -3.2413  -0.423
O: -1.7165 0.5748 -1.3600  -0.657
H: 0.3412 -1.9792 -3.4148  0.385
H: -0.4153 -1.9325 -1.8195  0.162
H: 0.7098 -0.6479 -2.3126  0.199
H: -1.3823 -0.7526 -4.2138  0.213
H: -3.0874 0.7778 -4.2135  0.179
H: -3.4591 1.6184 -2.7596  0.242

Computed properties:
Orbital gap = 8.804 eV
Net charge = +2
Lowest unoccupied orbital energy = -0.2274 hartree
HOMO energy = -14.99 eV
Relative energy (zero: lowest compared OMol25 entry of this formula, charge and spin) = 1.3 kcal/mol

Record 5
A molecular structure, C13H22NO4PReSSe2SiTe3. Source: the Open Molecules 2025 dataset; level of theory: ωB97M-V/def2-TZVPD.

Last column: Mulliken charge in e.
Positions of all 49 atoms, in Å:
Re: 0.1248 -1.6521 1.1924  0.041
Se: -0.2722 0.1232 2.8685  -0.218
Te: -3.9408 -1.6838 2.9577  -0.273
Te: -2.3412 -2.7538 1.1778  -0.064
Se: 0.1658 -3.4738 -0.5221  -0.055
C: -5.4509 0.3394 -0.8945  -1.072
Si: -4.3094 1.7935 -0.5674  0.468
C: -4.6287 2.5486 1.1105  -1.148
C: -4.5495 3.1369 -1.8552  -1.150
C: -2.5460 1.1246 -0.8624  0.216
C: -2.2141 0.8653 -2.1829  -0.023
C: -1.0217 0.2340 -2.5280  -1.435
C: -0.2434 -0.2534 -1.5120  0.363
N: -0.5465 -0.0753 -0.2116  0.097
C: -1.6085 0.6935 0.0979  0.285
S: -1.8086 1.2275 1.7416  -0.112
H: -6.2159 0.2569 -0.1201  0.355
H: -4.8946 -0.5999 -0.8900  0.309
H: -5.9564 0.4379 -1.8572  0.335
H: -5.5913 3.0656 1.0599  0.318
H: -3.8693 3.2816 1.3856  0.366
H: -4.6864 1.8001 1.9011  0.322
H: -5.5271 3.6063 -1.7216  0.330
H: -4.5120 2.7567 -2.8773  0.333
H: -3.7904 3.9151 -1.7531  0.334
H: -2.8976 1.1551 -2.9731  0.238
H: -0.7393 0.0712 -3.5581  0.433
H: 0.6464 -0.8350 -1.7107  -0.044
O: 1.2543 -3.5338 3.3596  -0.426
C: 0.7930 -2.8431 2.5757  0.907
C: 6.2259 -1.7635 1.9420  -1.165
C: 4.7628 -2.0457 2.1768  -0.155
O: 4.1745 -2.6644 0.9910  -0.244
P: 3.2812 -1.8206 0.0153  0.168
O: 2.1536 -1.1000 0.6891  0.013
Te: 2.4695 -3.3480 -1.6696  -0.133
O: 4.2986 -0.7870 -0.6130  -0.288
C: 3.8028 0.3002 -1.4417  -0.180
C: 3.5331 1.5316 -0.6113  -1.002
H: 6.6732 -1.3828 2.8610  0.379
H: 6.3600 -1.0222 1.1558  0.249
H: 6.7486 -2.6760 1.6573  0.307
H: 4.2012 -1.1429 2.4227  0.259
H: 4.6095 -2.7708 2.9730  0.371
H: 2.9057 -0.0343 -1.9685  0.183
H: 4.5830 0.4662 -2.1817  0.349
H: 2.7640 1.3327 0.1343  0.136
H: 3.1897 2.3388 -1.2597  0.388
H: 4.4404 1.8599 -0.1041  0.337

Computed properties:
2S+1 = 4
Orbital gap (spin up / spin down) = 5.959 / 5.109 eV
Lowest unoccupied orbital energy (spin up / spin down) = -0.0303 / -0.0644 hartree
HOMO energy (spin up / spin down) = -6.78 / -6.86 eV
Relative energy (zero: lowest compared OMol25 entry of this formula, charge and spin) = 0.0 kcal/mol